{
  "formula": "C45H64CrFN2O5PSi2",
  "method": "ωB97M-V with the def2-TZVPD basis set",
  "e_lumo_ev": [-3.6822, -2.9777],
  "orbital_gap_ha": [0.2400, 0.2736],
  "fmax_ha_per_bohr": 0.022,
  "total_charge": 1,
  "mol_weight_g_mol": 871.156,
  "multiplicity": 4,
  "symbols": ["Cr", "P", "Si", "Si", "F", "O", "O", "O", "O", "O", "N", "N", "C", "C", "C", "C", "C", "C", "C", "C", "C", "C", "C", "C", "C", "C", "C", "C", "C", "C", "C", "C", "C", "C", "C", "C", "C", "C", "C", "C", "C", "C", "C", "C", "C", "C", "C", "C", "C", "C", "C", "C", "C", "C", "C", "C", "C", "H", "H", "H", "H", "H", "H", "H", "H", "H", "H", "H", "H", "H", "H", "H", "H", "H", "H", "H", "H", "H", "H", "H", "H", "H", "H", "H", "H", "H", "H", "H", "H", "H", "H", "H", "H", "H", "H", "H", "H", "H", "H", "H", "H", "H", "H", "H", "H", "H", "H", "H", "H", "H", "H", "H", "H", "H", "H", "H", "H", "H", "H", "H", "H"],
  "positions_angstrom": [[0.615609, 1.155197, 0.034773], [1.574426, -0.468001, -1.454982], [-1.702982, -1.372659, 0.727359], [-0.794777, 3.314716, -1.745611], [3.008047, 1.919695, 0.131842], [-2.895819, -0.914507, 1.742198], [2.776991, -0.379094, 3.173610], [-0.728558, -2.511066, 1.399067], [-0.748597, -0.116841, 0.347445], [-2.467785, -2.112383, -0.507899], [0.730532, 2.888573, -0.948677], [1.420543, 0.645996, 1.770115], [2.302504, 0.749798, 3.925688], [2.186325, -0.369861, 1.983505], [3.069015, 1.391678, -2.906033], [-3.829640, -2.982663, -2.244994], [0.439262, 2.386792, 3.421047], [4.235789, 3.895924, -0.193747], [3.214396, -2.601512, -0.920314], [3.328716, -2.472912, 1.794366], [2.535503, -1.554314, -0.297688], [-3.287906, -0.549521, -2.169475], [0.234064, -1.303058, -3.741224], [-0.113593, 3.380419, 2.403940], [0.857755, 3.141431, 4.683733], [-1.077532, 5.067621, -2.344737], [-0.812521, -4.872276, 0.882453], [3.937760, 1.835342, -3.894436], [-0.170008, -4.023816, 3.146377], [3.923221, -3.567586, -0.229620], [0.590004, -1.658426, -2.437780], [3.963424, -3.512880, 1.149542], [-0.525353, -3.544365, -4.159554], [4.301571, 5.191896, -0.682322], [1.984503, 5.013326, -1.364218], [2.624877, -1.473474, 1.106864], [3.166545, 5.732060, -1.270270], [-2.180671, 2.949176, -0.531038], [-1.793144, -0.305940, 3.829269], [1.868412, 3.698170, -0.880431], [-4.282139, -0.522129, 3.617729], [4.507569, 0.928818, -4.770819], [2.754883, 0.043532, -2.771979], [-2.541851, -3.894081, 2.363448], [-3.102870, 1.353047, 2.466688], [-3.001653, -0.104789, 2.908382], [-1.074624, -3.804546, 1.943746], [4.164871, -0.415990, -4.681243], [-0.938716, 2.136032, -3.193996], [3.048184, 3.219855, -0.307072], [0.328780, -2.949667, -1.992846], [-0.203088, -3.894168, -2.857844], [3.283951, -0.852899, -3.707479], [1.645146, 1.631779, 2.876603], [-0.330272, -2.238126, -4.591303], [-3.602826, -1.785238, -1.336471], [-4.855050, -1.558553, -0.491808], [-0.334944, 1.664143, 3.674250], [0.552658, -3.217417, -0.970863], [-5.705808, -1.353916, -1.145808], [-4.703046, -2.805889, -2.877840], [-0.598544, -1.953236, -5.601309], [-0.282221, 2.919913, 1.431626], [-2.208450, 3.660379, 0.299267], [1.588161, 0.396635, 4.670520], [0.577183, 4.215487, 2.264898], [-0.402056, -4.975442, 3.629366], [-3.001916, 0.274248, -1.514256], [-3.154711, 2.023152, 3.328700], [4.486801, -4.267678, 1.721948], [-3.143661, 3.012564, -1.049448], [-0.468336, 5.319128, -3.217024], [4.576564, -1.128511, -5.384485], [-4.158978, -0.250440, -2.757487], [-0.216977, 2.362849, -3.985761], [1.716188, 3.789636, 4.479487], [-2.127044, 5.136386, -2.647509], [-4.717122, -0.721790, 0.191594], [0.037441, 3.773769, 5.023761], [4.427256, -4.357522, -0.772824], [-5.077979, -2.450845, 0.097931], [3.384064, -2.418856, 2.869415], [-4.237057, -1.577412, 3.893770], [-0.305712, -3.217957, 3.873284], [-1.166176, -5.841488, 1.237162], [3.150649, 1.209415, 4.420479], [3.200618, 6.736623, -1.674369], [-1.072347, 3.778073, 2.736537], [2.359977, 2.374037, 2.499739], [3.173231, -2.685202, -1.991479], [4.159374, 2.893051, -3.975366], [0.872816, -4.036094, 2.829127], [-0.938157, -4.282979, -4.835079], [-3.193222, -3.714131, 1.504683], [-2.233406, 1.600232, 1.859967], [-2.457888, -0.759999, -2.847113], [-1.352250, -4.610986, -0.029940], [0.446360, -0.312430, -4.122479], [1.129364, 5.480379, -1.827573], [-4.427242, 0.074724, 4.521918], [0.256487, -4.958753, 0.665718], [-3.997543, 1.496737, 1.857331], [-0.362233, -4.907970, -2.511616], [5.088301, 3.404137, 0.258180], [-0.761469, 1.117498, -2.840673], [-5.139219, -0.375768, 2.957894], [-1.944041, 2.165715, -3.630848], [-2.103723, 1.938838, -0.117455], [5.194242, 1.266606, -5.537089], [-1.825294, -1.282660, 4.314161], [-0.868075, -0.250903, 3.245510], [2.984164, -1.891697, -3.724566], [1.122505, 2.469622, 5.503486], [-2.743987, -4.889599, 2.758731], [-1.783045, 0.457612, 4.609643], [-2.779372, -3.159758, 3.131996], [-2.963380, -3.147711, -2.882322], [-4.005402, -3.881398, -1.648389], [5.220700, 5.758956, -0.615793], [2.606866, 2.112550, -2.258378], [-0.911136, 5.819812, -1.568813]],
  "forces_ev_per_a": [[-1.0, -0.4, -0.4], [0.7, -0.4, -0.2], [0.0, -0.1, 0.2], [-0.3, -0.1, -0.1], [0.1, -0.2, 0.1], [-0.1, 0.0, 0.1], [0.2, 0.0, 0.2], [0.1, 0.0, 0.1], [0.4, 0.6, -0.5], [0.0, 0.1, -0.2], [0.0, 0.0, 0.5], [0.3, 0.0, 0.1], [-0.1, 0.0, 0.0], [-0.2, 0.3, 0.1], [0.0, -0.1, 0.0], [0.0, -0.1, 0.0], [-0.1, 0.2, -0.2], [0.1, 0.1, 0.0], [-0.1, 0.0, 0.0], [-0.1, 0.0, 0.1], [0.0, 0.0, -0.1], [0.1, -0.1, 0.1], [0.1, 0.1, 0.0], [0.1, -0.1, 0.2], [0.0, -0.1, 0.0], [0.2, 0.0, 0.0], [0.1, 0.2, 0.0], [0.0, 0.0, 0.0], [0.0, 0.1, 0.0], [0.0, 0.0, 0.0], [-0.1, 0.1, 0.1], [0.0, -0.1, 0.0], [0.0, 0.0, 0.0], [0.0, 0.0, 0.0], [-0.1, -0.1, -0.1], [0.1, -0.2, 0.0], [0.0, 0.1, 0.0], [0.1, -0.1, -0.1], [-0.1, -0.2, -0.2], [0.1, 0.3, 0.0], [0.0, 0.0, 0.0], [0.0, 0.0, 0.0], [-0.1, 0.3, 0.1], [0.1, 0.2, -0.1], [0.1, -0.1, 0.0], [0.0, 0.1, 0.1], [-0.1, -0.2, -0.1], [0.0, 0.0, 0.0], [-0.2, 0.2, 0.0], [-0.1, 0.0, 0.0], [0.0, 0.1, 0.1], [0.0, 0.0, 0.0], [0.0, -0.1, 0.0], [0.1, 0.1, 0.0], [-0.1, -0.1, 0.0], [-0.2, 0.0, 0.0], [0.1, 0.0, 0.1], [0.1, 0.1, 0.0], [0.0, -0.1, 0.1], [0.1, 0.0, 0.0], [0.1, 0.0, 0.0], [0.0, 0.0, 0.0], [-0.1, 0.0, -0.1], [0.0, 0.0, -0.1], [0.0, -0.1, 0.0], [0.0, 0.0, -0.1], [0.0, 0.0, 0.0], [0.0, 0.1, 0.0], [0.0, 0.0, 0.0], [0.0, 0.0, 0.0], [0.1, 0.0, 0.0], [-0.1, 0.0, 0.1], [0.0, 0.0, 0.0], [0.1, 0.0, 0.0], [0.0, 0.0, 0.1], [-0.1, 0.0, 0.0], [0.0, -0.1, 0.0], [-0.1, 0.0, 0.0], [0.0, 0.0, 0.0], [0.0, 0.0, 0.0], [0.0, 0.1, 0.0], [0.0, 0.0, 0.0], [0.0, 0.1, 0.0], [0.0, -0.1, 0.0], [0.0, 0.0, 0.0], [0.1, 0.0, 0.0], [0.0, 0.0, 0.0], [0.0, 0.0, 0.0], [0.0, 0.0, -0.1], [0.0, 0.0, -0.1], [0.0, 0.0, 0.0], [0.1, 0.0, 0.0], [0.0, 0.0, 0.0], [0.0, 0.0, 0.1], [0.0, 0.1, 0.1], [0.0, 0.0, 0.0], [0.0, -0.1, 0.0], [0.0, 0.0, 0.0], [0.1, 0.0, 0.0], [0.0, -0.1, 0.0], [0.0, 0.1, 0.0], [0.0, 0.0, 0.0], [0.0, 0.0, 0.0], [0.0, 0.0, 0.0], [-0.1, -0.1, -0.1], [0.0, 0.0, 0.0], [0.1, 0.0, 0.0], [-0.1, 0.1, -0.1], [0.0, 0.0, 0.0], [0.0, 0.0, 0.0], [-0.1, 0.0, 0.1], [0.0, 0.0, 0.0], [0.0, 0.1, 0.0], [0.0, 0.0, 0.0], [0.0, 0.0, 0.0], [0.0, 0.0, 0.0], [0.0, 0.0, 0.0], [0.0, 0.0, 0.0], [0.0, 0.0, 0.0], [0.0, 0.0, -0.1], [-0.1, 0.0, -0.1]]
}